Below is 9 unconnected molecules or ions with the total composition C29H52F2N3O9S2, with properties calculated with the ωB97M-V functional and the def2-TZVPD basis.

Summary:
Total charge: +1
E, eV: -80902.2947
Relative energy (zero: lowest compared OMol25 entry of this formula, charge and spin), kcal per mole: 0.0
Gap between HOMO and LUMO, eV: 7.68

XYZ file:
```
97
Properties=species:S:1:pos:R:3:forces:R:3
C 0.279 -0.808 -1.776 -2.2 -1.7 -5.7
C 0.678 -0.027 -0.670 4.0 2.6 3.9
O 1.887 0.258 -0.499 -3.5 -0.8 -0.4
N -0.285 0.428 0.398 -0.4 -2.3 -2.7
H -1.403 0.176 -0.052 0.3 1.5 1.9
H -0.094 -0.313 1.169 -0.3 0.0 -0.6
C 0.071 1.644 1.112 -0.8 1.0 1.6
H 0.590 -1.904 -1.808 0.7 1.7 0.1
H 0.622 -0.140 -2.696 0.2 -1.8 1.6
H -0.774 -0.953 -2.220 0.8 0.8 2.0
H 0.132 2.514 0.474 -0.4 0.2 -0.3
H 1.103 1.564 1.521 -1.0 -0.2 0.1
H -0.771 1.811 1.915 2.1 -0.3 -1.5
C 1.448 -3.601 4.402 -1.4 2.3 -1.0
C 2.535 -3.581 3.371 2.1 -2.5 0.3
O 3.660 -3.999 3.623 -3.3 1.9 -1.7
N 2.099 -3.156 1.906 2.4 1.9 3.0
H 1.661 -3.838 1.335 -0.1 -1.4 -0.4
H 1.290 -2.432 2.091 -0.1 0.5 -0.7
C 3.273 -2.533 1.243 0.6 -1.4 -3.6
H 1.739 -4.425 5.039 -0.5 0.3 0.7
H 0.408 -3.639 3.968 1.1 -0.8 0.2
H 1.337 -2.540 4.843 0.9 -1.7 0.1
H 4.143 -3.184 1.111 -0.4 -0.6 1.0
H 3.723 -1.618 1.558 -0.8 0.8 1.0
H 3.047 -2.455 0.147 -0.4 0.6 1.1
C -2.987 -1.534 3.693 3.1 0.3 -5.3
C -2.884 -2.618 2.506 -1.6 -2.3 1.6
O -3.465 -3.697 2.646 1.9 2.9 -0.7
N -2.124 -2.383 1.241 0.8 -0.2 1.0
H -2.530 -1.592 0.763 -1.5 2.4 -1.1
H -1.145 -1.885 1.407 -0.6 -1.3 1.1
C -2.087 -3.440 0.204 -3.4 -3.2 5.5
H -3.937 -1.274 3.796 -4.6 0.0 0.8
H -2.658 -0.532 3.372 1.0 -0.5 0.0
H -2.547 -1.859 4.558 1.1 -0.9 2.0
H -1.719 -3.070 -0.622 3.1 1.4 -4.0
H -3.090 -3.660 -0.087 -1.2 0.4 -0.1
H -1.935 -4.451 0.670 1.3 1.0 -0.7
O 0.161 -1.499 2.050 0.5 0.0 1.7
H 0.087 -1.254 3.003 -0.2 -0.1 -1.1
O -2.826 -0.102 -0.026 -0.1 -0.7 0.5
H -3.742 0.097 0.290 1.1 0.1 -0.6
F -1.195 0.508 -6.369 0.5 -1.1 -1.2
C -0.999 1.030 -5.194 0.9 6.0 0.9
C -0.256 2.338 -5.094 0.2 -3.3 -1.9
C -0.241 3.083 -3.936 0.5 -0.1 0.0
C -1.035 2.707 -2.865 -2.1 -3.2 1.1
C -1.844 1.455 -2.950 2.3 2.7 0.2
C -1.804 0.734 -4.153 -1.7 -2.2 2.2
H 0.417 2.546 -5.974 -0.9 0.1 1.1
H 0.491 3.893 -3.838 -0.6 -0.1 -0.1
H -1.040 3.223 -1.893 0.1 0.0 -0.7
H -2.346 1.032 -2.047 0.1 0.6 -1.0
H -2.441 -0.186 -4.154 0.6 0.8 -0.4
F 2.224 5.036 -0.545 -0.2 -0.8 2.8
C 1.894 4.740 0.849 -4.2 4.3 -5.3
C 2.632 3.979 1.584 3.1 -2.7 3.3
C 2.248 3.757 2.968 -0.3 0.1 -2.0
C 1.003 4.232 3.420 1.5 -0.6 -0.5
C 0.189 4.941 2.548 0.6 1.4 -1.1
C 0.656 5.321 1.246 1.6 -3.6 4.3
H 3.586 3.575 1.153 -1.1 0.3 0.7
H 2.971 3.130 3.476 -0.4 0.2 0.7
H 0.671 4.157 4.435 0.1 -0.4 0.4
H -0.737 5.385 2.976 0.7 -0.4 -0.7
H -0.001 5.965 0.843 -1.4 2.1 -2.6
C -3.208 3.771 0.673 5.4 2.7 4.6
C -3.104 2.916 1.985 0.5 -3.3 -3.8
C -4.424 2.506 2.418 -2.5 1.8 0.0
S -5.511 2.568 0.959 0.5 -2.1 -0.8
O -6.417 3.672 1.113 -0.6 -0.4 0.1
O -5.909 1.173 0.542 0.7 3.2 1.1
C -4.164 3.165 -0.111 -2.1 -4.8 -2.6
H -2.157 3.733 0.258 -1.1 0.2 0.0
H -3.332 4.857 1.042 -0.4 -1.5 -1.0
H -2.674 3.407 2.759 2.2 1.3 2.1
H -2.679 1.832 1.708 0.1 2.7 0.4
H -4.804 3.078 3.243 -0.7 0.9 -0.1
H -4.389 1.580 2.818 -0.3 -3.4 0.8
H -4.551 3.750 -0.859 -1.4 1.5 -1.7
H -3.792 2.211 -0.643 -0.3 1.3 1.0
C 3.579 -2.584 -2.878 -5.1 -0.8 2.5
C 4.908 -2.295 -3.336 0.1 4.1 0.3
C 5.265 -3.029 -4.493 2.0 -2.2 -2.6
S 4.234 -4.458 -4.557 -2.2 0.8 0.5
O 4.909 -5.597 -4.068 1.8 -1.7 -0.3
O 3.400 -4.444 -5.698 -0.2 -0.4 -2.4
C 3.144 -4.054 -3.265 -1.7 0.7 1.1
H 3.014 -1.811 -3.309 -1.9 0.4 -1.2
H 3.264 -2.339 -1.761 1.5 -0.7 -1.9
H 5.418 -2.497 -2.517 3.8 -1.0 3.3
H 5.020 -1.189 -3.514 0.0 -1.0 0.2
H 6.203 -3.589 -4.426 0.5 0.9 -0.1
H 5.236 -2.408 -5.379 -0.2 -0.4 -0.5
H 3.457 -4.807 -2.482 -1.0 1.0 -0.5
H 2.033 -4.214 -3.714 2.7 0.5 1.4
```
Forces are in eV/Å.

Below is 3 unconnected molecules or ions with the total composition C29H52F4I2N8O3P2S, with properties calculated with the ωB97M-V functional and the def2-TZVPD basis.

Summary:
E, eV: -105444.9996
Gap between HOMO and LUMO, eV: 5.98

XYZ file:
```
101
Properties=species:S:1:pos:R:3:forces:R:3
C -0.022 -2.941 -5.838 -2.1 3.7 4.7
C -0.579 -2.198 -4.902 2.3 -4.3 -2.1
C -1.237 -1.801 -3.479 1.3 0.0 0.2
C -0.384 -1.730 -2.138 -4.7 0.8 -2.2
C 1.188 -1.985 -2.071 0.6 1.1 0.6
F 1.790 -0.861 -1.344 -1.3 -2.7 -1.5
F 1.901 -2.012 -3.312 -1.9 0.1 2.5
C 1.528 -3.422 -1.349 0.7 -0.8 -1.0
F 2.368 -3.293 -0.195 -2.5 -0.2 -2.3
F 0.282 -4.104 -1.132 2.8 1.5 0.3
C -1.238 -1.372 -0.804 -2.5 0.5 -1.6
C -0.503 -1.323 0.656 0.0 -2.2 -0.8
I -0.258 0.737 1.385 0.0 -0.6 -0.7
C -1.243 -2.309 1.760 -0.3 1.7 0.7
C -1.426 -1.581 3.221 -0.3 -1.7 0.4
I 0.038 -4.066 2.218 -0.7 0.7 -0.3
C -2.800 -1.059 -0.891 1.8 -0.4 -0.3
C -3.688 -0.635 0.415 0.5 -0.1 -0.6
C -4.650 0.644 0.132 -0.3 -0.1 0.9
C -3.892 1.915 -0.519 -1.3 0.5 0.0
C -4.879 2.677 -1.561 1.4 0.2 0.2
O -4.802 2.104 -2.906 0.5 0.2 0.9
C -3.613 -1.126 -2.248 0.4 -0.7 -2.5
N -5.009 -0.924 -2.566 3.2 -0.7 -0.1
S -5.330 -1.129 -4.258 5.8 -0.5 3.6
N -3.696 -1.518 -4.701 1.4 0.2 3.0
C -2.796 -1.502 -3.556 -2.6 0.6 0.6
H 0.618 -3.514 -6.608 -1.7 1.5 1.6
H 2.120 -4.071 -2.114 -1.1 1.2 1.5
H 0.579 -1.753 0.608 -2.0 1.2 -0.3
H -2.229 -2.709 1.332 1.6 0.6 0.8
H -1.843 -2.407 3.934 0.7 1.5 -1.2
H -0.406 -1.273 3.687 -1.9 -0.3 -1.0
H -2.202 -0.737 3.217 1.4 -1.1 -0.1
H -3.028 -0.350 1.310 -0.8 -0.5 -1.6
H -4.281 -1.582 0.736 0.7 1.7 -0.6
H -5.629 0.352 -0.429 2.1 0.5 0.7
H -5.014 0.995 1.185 0.6 -0.7 -1.8
H -2.926 1.667 -1.088 -1.3 0.2 1.0
H -3.669 2.665 0.340 -0.1 -1.3 -1.5
H -4.502 3.775 -1.639 -1.0 -1.7 0.3
H -5.972 2.593 -1.213 1.7 0.3 -0.7
H -3.855 1.972 -3.151 -1.0 0.3 0.5
C -0.148 -1.716 9.836 0.3 0.6 0.4
N 0.203 -1.372 8.475 0.7 -1.8 -0.1
C 1.200 -2.323 7.977 -0.2 -0.1 -0.6
P 0.213 0.151 7.683 -6.5 -2.3 3.8
O -0.398 -0.472 6.409 3.7 1.7 -1.8
N -1.228 1.052 8.010 -1.0 1.6 0.2
C -2.359 0.463 8.715 0.3 -0.2 0.4
C -1.760 1.762 6.838 0.4 0.0 -0.2
N 0.938 0.893 9.119 1.9 0.2 -1.8
C 2.361 0.646 9.315 0.1 -0.2 -0.1
C 0.309 1.526 10.258 -0.4 1.2 -0.1
H 0.656 -1.494 10.547 0.0 0.0 0.2
H -0.366 -2.787 9.922 0.2 0.1 -0.3
H -1.056 -1.231 10.183 0.1 0.2 -0.1
H 2.190 -2.113 8.397 0.1 -0.2 0.1
H 1.283 -2.281 6.888 -0.1 0.2 0.1
H 0.934 -3.356 8.223 -0.1 0.1 0.1
H -2.646 -0.508 8.301 -0.1 -0.1 0.0
H -3.237 1.119 8.686 0.3 0.1 -0.3
H -2.148 0.361 9.781 0.1 -0.2 0.0
H -2.336 1.098 6.187 0.0 0.0 -0.1
H -0.953 2.198 6.243 -0.1 -0.1 0.0
H -2.415 2.585 7.144 0.1 -0.1 0.2
H 2.530 -0.177 10.018 0.0 0.0 0.1
H 2.877 1.533 9.694 -0.1 0.0 0.0
H 2.842 0.387 8.369 0.0 -0.1 0.1
H -0.153 0.800 10.931 0.0 -0.1 -0.1
H -0.436 2.268 9.966 0.0 -0.3 -0.1
H 1.038 2.086 10.857 0.2 -0.2 -0.2
C 3.089 2.749 -5.847 0.7 -0.3 -0.1
N 2.175 1.688 -6.214 -0.7 0.4 1.7
C 1.505 1.187 -5.010 -0.5 -0.1 -0.2
P 2.243 0.565 -7.511 0.6 7.7 -1.4
O 0.729 0.724 -7.768 0.2 -4.4 0.7
N 2.646 1.335 -9.008 0.7 0.1 -1.7
C 2.718 2.786 -9.131 0.3 0.1 0.4
C 1.882 0.832 -10.157 -0.1 -0.3 0.2
N 3.974 0.337 -7.219 -1.0 -2.4 0.5
C 4.324 -0.498 -6.077 -0.2 0.0 0.2
C 5.115 1.020 -7.792 0.4 -0.4 -1.1
H 3.971 2.378 -5.313 0.2 0.1 0.1
H 2.596 3.474 -5.189 -0.2 -0.3 0.0
H 3.423 3.342 -6.692 0.1 -0.2 -0.2
H 2.175 0.550 -4.423 0.0 0.0 0.2
H 0.619 0.598 -5.263 0.1 0.0 -0.2
H 1.157 2.004 -4.370 0.2 0.1 -0.1
H 1.834 3.281 -8.715 0.0 0.1 0.0
H 2.822 3.095 -10.177 -0.2 -0.4 0.0
H 3.618 3.177 -8.655 -0.1 0.0 0.2
H 0.885 1.279 -10.210 -0.1 -0.1 0.0
H 1.761 -0.254 -10.104 0.0 0.1 0.0
H 2.399 1.052 -11.097 0.2 0.1 0.2
H 4.556 0.108 -5.194 0.1 0.0 0.1
H 5.186 -1.137 -6.291 0.0 0.1 0.0
H 3.498 -1.166 -5.820 0.0 0.1 0.1
H 5.233 2.031 -7.393 -0.2 0.0 0.0
H 5.068 1.069 -8.881 -0.2 0.1 0.2
H 6.049 0.488 -7.577 -0.2 -0.2 0.2
```
Forces are in eV/Å.